This record from OMol25 describes a molecular structure, C11H17BN6Os at a distorted geometry. The level of theory is ωB97M-V/def2-TZVPD.

Computed properties:
total charge: +4
multiplicity: 5
⟨S²⟩: 6.05
Kohn-Sham gap (spin up / spin down): 7.84 / 5.28 eV
largest force on an atom: 7.42 eV/Å
total energy: -23712.181 eV

XYZ file:
```
36
C11H17BN6Os | OMol25 | ωB97M-V/def2-TZVPD
C -1.202 -2.465 1.270
N -0.842 -1.344 0.617
N -0.941 -1.590 -0.739
C -1.421 -2.841 -0.910
C -1.590 -3.434 0.343
B -0.456 -0.530 -1.775
N -1.079 0.846 -1.386
N -0.966 1.408 -0.113
C -1.601 2.606 -0.147
C -2.160 2.792 -1.409
C -1.827 1.667 -2.147
Os -0.088 0.451 1.507
N 1.122 -0.384 -1.714
N 1.668 0.010 -0.526
C 2.986 0.014 -0.642
C 3.346 -0.373 -1.941
C 2.129 -0.621 -2.601
H 3.592 0.296 0.221
H 1.898 -0.945 -3.599
H 4.351 -0.454 -2.326
H -0.769 -0.841 -2.890
H -2.071 1.391 -3.160
H -1.596 -3.187 -1.911
H -2.728 3.651 -1.720
H -1.936 -4.432 0.564
H -1.612 3.260 0.715
H -1.117 -2.481 2.352
H 0.674 1.978 1.650
C -0.085 2.052 2.539
H -0.605 2.994 2.383
H -0.957 1.268 2.520
H 0.463 1.964 3.473
C 1.175 -0.528 2.704
H 0.638 -1.378 3.155
H 1.573 0.106 3.510
H 2.034 -0.925 2.135
```

This record from OMol25 describes 2 unconnected molecules or ions with the total composition C11H17BO2 at a distorted geometry. The level of theory is ωB97M-V/def2-TZVPD.

Computed properties:
ΔE to the lowest compared entry with this formula, charge and spin: 385.09 kJ/mol
Kohn-Sham gap (spin up / spin down): 7.44 / 7.52 eV
largest force on an atom: 4.41 eV/Å
total energy: -16453.176 eV

XYZ file:
```
31
C11H17BO2 | OMol25 | ωB97M-V/def2-TZVPD
B -1.460 1.832 0.153
C 3.628 0.432 0.451
C 2.697 1.048 1.273
C 3.203 0.063 -0.861
C 1.378 1.218 0.884
C 1.914 0.363 -1.347
C 0.984 0.808 -0.402
C -1.420 -3.321 0.898
C -0.899 0.646 -2.083
C -1.120 -2.099 -0.073
C -1.295 -0.879 0.713
C -0.452 1.022 -0.679
O -1.088 2.527 1.296
O -2.731 2.166 -0.424
H 4.617 0.235 0.831
H 2.953 1.422 2.192
H 3.906 -0.389 -1.590
H 0.655 1.689 1.504
H 1.632 0.093 -2.283
H -2.356 -3.903 0.696
H -1.455 -3.065 2.014
H -0.596 -3.977 0.744
H -1.757 1.288 -2.280
H -1.061 -0.407 -1.982
H -0.068 0.934 -2.750
H -1.919 -2.240 -0.888
H -0.122 -2.213 -0.374
H -2.205 -0.598 1.017
H -0.645 -0.586 1.502
H -1.762 2.995 1.862
H -3.160 2.899 -0.013
```

This record from OMol25 describes a molecular structure, C11H17CdIN2S2 at a distorted geometry. The level of theory is ωB97M-V/def2-TZVPD.

Computed properties:
Kohn-Sham gap (spin up / spin down): 6.23 / 5.85 eV
largest force on an atom: 6.37 eV/Å
total energy: -48992.949 eV

XYZ file:
```
34
C11H17CdIN2S2 | OMol25 | ωB97M-V/def2-TZVPD
C 0.027 -1.813 -2.670
C 0.814 0.556 -2.878
H 0.828 -2.546 -2.467
H -0.035 -1.516 -3.889
H -0.958 -2.406 -2.534
H 1.790 0.944 -2.611
H 1.082 -0.006 -3.906
H 0.068 1.321 -3.024
Cd -0.058 -0.333 -1.160
C -1.521 1.305 -1.174
H -1.063 2.304 -1.079
H -2.077 1.071 -0.247
H -2.200 1.311 -2.038
I 1.264 -2.351 0.161
C 2.922 2.115 -0.443
C 2.089 1.814 0.729
N 1.031 1.012 0.735
C 0.504 0.864 2.026
C 1.136 1.629 2.939
S 2.438 2.552 2.299
C -0.550 -0.072 2.306
C -0.882 -0.565 3.557
S -1.967 -1.854 3.462
C -2.001 -1.647 1.679
N -1.297 -0.637 1.285
C -2.672 -2.616 0.800
H 2.695 3.144 -0.780
H 3.980 2.040 -0.139
H 2.724 1.393 -1.247
H 0.841 1.676 4.024
H -0.467 -0.179 4.479
H -3.342 -3.210 1.418
H -3.230 -2.058 0.051
H -1.913 -3.242 0.334
```

This record from OMol25 describes a molecular structure, C11H17Cl2NO2PRu at a distorted geometry. The level of theory is ωB97M-V/def2-TZVPD.

Computed properties:
ΔE to the lowest compared entry with this formula, charge and spin: 36.93 kJ/mol
total charge: +3
multiplicity: 5
⟨S²⟩: 6.05
Kohn-Sham gap (spin up / spin down): 6.81 / 5.62 eV
largest force on an atom: 10.35 eV/Å
total energy: -54149.039 eV

XYZ file:
```
35
C11H17Cl2NO2PRu | OMol25 | ωB97M-V/def2-TZVPD
C 0.743 -2.935 -1.152
C -0.042 -1.787 -0.582
H 0.016 -3.699 -1.506
H 1.351 -3.516 -0.397
H 1.392 -2.674 -2.034
O -1.101 -1.777 0.077
Cl 1.927 -0.842 -0.003
Ru -0.124 0.805 0.139
P 0.108 1.099 -2.034
C -1.454 1.665 -2.762
C 1.326 2.420 -2.372
H 1.665 -0.520 -2.953
H 0.694 0.286 -4.213
H -0.048 -1.004 -3.252
C 0.661 -0.170 -3.214
H 2.247 2.194 -1.825
H 1.543 2.474 -3.446
H -1.308 1.912 -3.823
H -1.807 2.557 -2.230
H 0.945 3.379 -2.002
H -2.202 0.867 -2.673
C -1.929 1.166 0.290
O -3.116 1.276 0.317
Cl 0.442 2.828 0.761
C -0.245 -0.933 4.865
C -0.733 0.318 4.495
C -0.676 0.725 3.154
N -0.135 -0.060 2.206
C 0.398 -1.244 2.554
C 0.322 -1.722 3.864
H -0.290 -1.284 5.898
H -1.166 1.006 5.216
H -1.042 1.690 2.814
H 0.909 -1.786 1.763
H 0.728 -2.714 4.061
```

This record from OMol25 describes a molecular structure, C11H17Cl3GeN4O4Ti at a distorted geometry. The level of theory is ωB97M-V/def2-TZVPD.

Computed properties:
ΔE to the lowest compared entry with this formula, charge and spin: 525.60 kJ/mol
Kohn-Sham gap: 7.05 eV
largest force on an atom: 7.76 eV/Å
total energy: -143030.303 eV

XYZ file:
```
41
C11H17Cl3GeN4O4Ti | OMol25 | ωB97M-V/def2-TZVPD
Ti 1.826 0.508 -0.124
O 1.353 1.275 -1.796
N 0.325 1.957 -1.671
N -0.269 2.055 -0.436
O 0.279 1.380 0.681
C -1.461 2.840 -0.250
C -2.056 3.536 -1.322
C -3.216 4.302 -1.152
C -3.814 4.395 0.101
C -3.253 3.721 1.180
C -2.093 2.956 1.004
H -1.611 3.483 -2.312
H -3.643 4.823 -2.003
H -4.712 4.988 0.235
H -3.706 3.781 2.165
H -1.670 2.437 1.861
C -1.467 -2.392 -1.409
N -0.386 -3.051 -0.698
C -0.117 -4.422 -1.110
C 0.626 -2.239 -0.200
O 0.732 -1.058 -0.532
N 1.512 -2.830 0.694
C 2.711 -2.081 1.022
C 1.048 -3.745 1.727
H -2.352 -3.034 -1.396
H -1.156 -2.203 -2.441
H -1.713 -1.439 -0.931
H -0.003 -4.445 -2.199
H -0.965 -5.049 -0.820
H 0.802 -4.822 -0.677
H 3.087 -1.552 0.141
H 3.483 -2.771 1.376
H 2.477 -1.352 1.803
H 0.058 -4.155 1.518
H 0.983 -3.200 2.675
H 1.771 -4.559 1.825
O 2.229 -0.155 1.338
Cl 2.050 4.372 0.378
Ge 3.287 2.595 0.420
Cl 4.161 2.371 2.388
Cl 4.863 2.778 -1.054
```

This record from OMol25 describes 2 unconnected molecules or ions with the total composition C11H17Cl3N2O4P at a distorted geometry. The level of theory is ωB97M-V/def2-TZVPD.

Computed properties:
ΔE to the lowest compared entry with this formula, charge and spin: 0.00 kJ/mol
total charge: +1
Kohn-Sham gap: 7.69 eV
largest force on an atom: 1.39 eV/Å
total energy: -69702.655 eV

XYZ file:
```
38
C11H17Cl3N2O4P | OMol25 | ωB97M-V/def2-TZVPD
C 2.175 -3.149 1.641
C 0.720 -2.813 1.734
O 0.235 -2.350 2.704
O -0.105 -3.100 0.674
C 0.329 -2.738 -0.616
C 0.720 -1.284 -0.665
N 1.883 -0.991 -1.247
N 2.462 0.188 -1.359
C 1.829 1.181 -0.773
C 0.611 1.018 -0.086
P -0.215 2.524 0.672
O 0.017 2.191 2.262
O 1.031 3.547 0.511
C -0.013 -0.236 -0.070
C -1.365 -0.467 0.541
C -2.396 -1.089 -0.430
C -3.145 -2.295 0.144
Cl -3.060 -3.691 -0.971
H 2.733 -2.240 1.864
H 2.421 -3.865 2.417
H 2.500 -3.515 0.674
H -0.500 -2.923 -1.295
H 1.156 -3.363 -0.965
H 2.413 -1.754 -1.654
H 2.300 2.150 -0.841
H -0.423 1.379 2.543
H 1.387 3.784 1.381
H -1.768 0.499 0.840
H -1.270 -1.059 1.451
H -1.934 -1.360 -1.373
H -3.123 -0.318 -0.669
H -2.722 -2.627 1.085
H -4.198 -2.082 0.270
C -0.020 6.197 -1.989
Cl -0.882 7.486 -2.820
Cl -0.704 4.601 -2.356
H 1.014 6.206 -2.309
H -0.095 6.359 -0.920
```

Copy entry 4 word for word.
This record from OMol25 describes a molecular structure, C11H17Cl2NO2PRu at a distorted geometry. The level of theory is ωB97M-V/def2-TZVPD.

Computed properties:
ΔE to the lowest compared entry with this formula, charge and spin: 36.93 kJ/mol
total charge: +3
multiplicity: 5
⟨S²⟩: 6.05
Kohn-Sham gap (spin up / spin down): 6.81 / 5.62 eV
largest force on an atom: 10.35 eV/Å
total energy: -54149.039 eV

XYZ file:
```
35
C11H17Cl2NO2PRu | OMol25 | ωB97M-V/def2-TZVPD
C 0.743 -2.935 -1.152
C -0.042 -1.787 -0.582
H 0.016 -3.699 -1.506
H 1.351 -3.516 -0.397
H 1.392 -2.674 -2.034
O -1.101 -1.777 0.077
Cl 1.927 -0.842 -0.003
Ru -0.124 0.805 0.139
P 0.108 1.099 -2.034
C -1.454 1.665 -2.762
C 1.326 2.420 -2.372
H 1.665 -0.520 -2.953
H 0.694 0.286 -4.213
H -0.048 -1.004 -3.252
C 0.661 -0.170 -3.214
H 2.247 2.194 -1.825
H 1.543 2.474 -3.446
H -1.308 1.912 -3.823
H -1.807 2.557 -2.230
H 0.945 3.379 -2.002
H -2.202 0.867 -2.673
C -1.929 1.166 0.290
O -3.116 1.276 0.317
Cl 0.442 2.828 0.761
C -0.245 -0.933 4.865
C -0.733 0.318 4.495
C -0.676 0.725 3.154
N -0.135 -0.060 2.206
C 0.398 -1.244 2.554
C 0.322 -1.722 3.864
H -0.290 -1.284 5.898
H -1.166 1.006 5.216
H -1.042 1.690 2.814
H 0.909 -1.786 1.763
H 0.728 -2.714 4.061
```